# 1
The following is a quantum chemistry calculation of one molecule with the formula C15H14ClNO6S in a non-equilibrium geometry, from OMol25.

Last column: natural (NBO) charge in e.
Positions of all 38 atoms, in Å:
Cl1 -3.005 -2.688 2.903  0.039
S1 -1.091 1.432 -1.380  2.321
O1 -3.145 1.801 0.437  -0.491
O2 2.374 0.671 2.229  -0.684
O3 -2.104 1.611 -2.372  -0.923
O4 -0.893 -3.191 1.051  -0.494
O5 4.570 0.737 1.856  -0.587
O6 -0.566 2.569 -0.693  -0.909
N1 0.156 0.646 -2.212  -0.884
C1 1.779 0.702 -0.436  -0.237
C2 2.514 0.458 -2.714  -0.254
C3 -2.471 -1.577 1.708  -0.060
C4 4.130 0.451 -0.940  -0.180
C5 -2.647 0.570 0.644  0.394
C6 -3.083 -0.340 1.608  -0.324
C7 3.827 0.374 -2.286  -0.195
C8 1.478 0.621 -1.792  0.233
C9 -4.198 2.260 1.259  -0.253
C10 -1.005 -1.048 -0.106  -0.268
C11 0.201 -3.580 0.254  -0.255
C12 -1.422 -1.959 0.860  0.323
C13 3.446 0.687 1.422  0.777
C14 -1.605 0.190 -0.196  -0.399
C15 3.101 0.615 -0.016  -0.157
H1 0.478 -4.572 0.608  0.207
H2 2.280 0.399 -3.767  0.212
H3 4.616 0.252 -3.013  0.221
H4 -3.895 2.297 2.310  0.180
H5 -0.073 -3.636 -0.803  0.177
H6 1.049 -2.899 0.377  0.182
H7 -4.418 3.266 0.909  0.212
H8 0.005 0.655 -3.208  0.423
H9 -3.886 -0.104 2.286  0.241
H10 0.992 0.856 0.282  0.246
H11 -5.088 1.632 1.153  0.180
H12 -0.210 -1.288 -0.790  0.247
H13 2.662 0.741 3.153  0.503
H14 5.147 0.389 -0.586  0.238

Computed properties:
- Gap between HOMO and LUMO: 0.325 Eh
- Total energy: -52914.317 eV
- Energy above the lowest of the compared OMol25 structures with the same formula, charge and spin: 0.2452 eV
- SMILES string: COc1cc(S(=O)(=O)Nc2cccc(C(=O)O)c2)c(OC)cc1Cl
- HOMO level: -8.559 eV


# 2
The following is a quantum chemistry calculation of a 2-piece molecular cluster, C15H14F4N overall in a non-equilibrium geometry, from OMol25.

Last column: natural (NBO) charge in e.
Positions of all 34 atoms, in Å:
F1 -3.151 2.512 1.770  -0.300
F2 -4.740 -1.966 1.840  -0.297
F3 3.157 2.513 1.788  -0.300
F4 4.749 -1.964 1.823  -0.297
N1 0.000 -0.419 5.044  -0.642
C1 -2.401 -1.557 1.829  -0.157
C2 -3.694 -1.071 1.820  0.388
C3 0.004 -1.255 1.876  0.190
C4 2.408 -1.556 1.821  -0.169
C5 -2.903 1.156 1.783  0.397
C6 1.219 -0.993 5.567  -0.413
C7 1.288 -0.664 1.834  -0.137
C8 -3.998 0.295 1.801  -0.205
C9 -1.579 0.731 1.783  -0.172
C10 2.909 1.157 1.793  0.399
C11 3.702 -1.069 1.810  0.399
C12 1.586 0.732 1.802  -0.174
C13 4.004 0.297 1.797  -0.214
C14 -1.218 -0.993 5.568  -0.413
C15 -1.281 -0.664 1.830  -0.149
H1 -0.788 1.467 1.757  0.230
H2 0.004 -2.350 1.885  0.231
H3 2.076 -0.528 5.064  0.196
H4 -1.319 -0.856 6.660  0.189
H5 -5.020 0.660 1.793  0.280
H6 1.219 -2.070 5.344  0.191
H7 -2.075 -0.529 5.065  0.196
H8 5.027 0.662 1.786  0.282
H9 1.319 -0.858 6.660  0.188
H10 -2.197 -2.629 1.841  0.249
H11 2.206 -2.628 1.827  0.250
H12 0.002 0.594 5.079  0.364
H13 0.794 1.468 1.797  0.229
H14 -1.218 -2.070 5.346  0.191

Computed properties:
- Gap between HOMO and LUMO: 0.191 Eh
- Total energy: -28133.396 eV
- Charge: +1
- Energy above the lowest of the compared OMol25 structures with the same formula, charge and spin: 2.6433 eV
- HOMO level: -11.916 eV


# 3
The following is a quantum chemistry calculation of one molecule with the formula C15H14N2O2 in a non-equilibrium geometry, from OMol25.

Last column: natural (NBO) charge in e.
Positions of all 33 atoms, in Å:
O1 0.200 -2.696 2.041  -0.611
O2 1.559 0.184 -0.435  -0.510
N1 0.314 -0.459 2.064  -0.440
N2 -0.848 -4.332 -2.675  -0.819
C1 0.936 -1.073 -2.321  -0.225
C2 -0.912 3.022 1.247  -0.227
C3 -0.497 4.547 -0.725  -0.633
C4 -0.720 1.814 1.939  -0.202
C5 0.567 -0.511 3.547  -0.404
C6 0.898 -0.926 -0.920  0.258
C7 -0.281 -3.193 -2.137  0.155
C8 -0.280 -3.005 -0.757  -0.227
C9 0.346 -2.192 -2.915  -0.232
C10 0.279 -1.879 -0.117  -0.103
C11 0.728 1.071 0.200  0.336
C12 0.540 2.258 -0.476  -0.257
C13 0.276 -1.671 1.373  0.661
C14 0.107 0.771 1.407  0.079
C15 -0.308 3.293 0.020  -0.009
H1 -0.268 -1.018 4.012  0.212
H2 -0.815 -4.586 -3.647  0.397
H3 -1.509 4.937 -0.577  0.222
H4 1.047 2.444 -1.412  0.219
H5 0.212 -2.276 -3.973  0.207
H6 0.601 0.464 4.025  0.213
H7 1.409 -0.325 -2.895  0.223
H8 -1.272 1.652 2.867  0.217
H9 0.232 5.275 -0.277  0.226
H10 -1.610 3.747 1.671  0.210
H11 -1.404 -4.931 -2.036  0.395
H12 1.472 -1.085 3.812  0.222
H13 -0.295 4.430 -1.816  0.222
H14 -0.705 -3.751 -0.112  0.224

Computed properties:
- Gap between HOMO and LUMO: 0.318 Eh
- Total energy: -22857.195 eV
- Energy above the lowest of the compared OMol25 structures with the same formula, charge and spin: 1.2736 eV
- SMILES string: Cc1ccc2c(c1)Oc1ccc(N)cc1C(=O)N2C
- HOMO level: -7.882 eV


# 4
The following is a quantum chemistry calculation of C15H14N2O2S2V as an isolated structure in a non-equilibrium geometry, from OMol25.

Last column: Löwdin spin population.
Positions of all 36 atoms, in Å:
V1 0.175 -0.049 0.360  1.779
S1 0.557 -1.984 1.892  -0.012
S2 -0.831 1.523 3.519  0.004
O1 -0.237 2.828 3.456  0.001
O2 -2.254 1.349 3.332  0.001
N1 -0.046 0.435 2.378  0.010
N2 -1.493 0.848 -0.273  0.028
C1 1.168 -0.440 -1.551  -0.002
C2 1.030 -1.431 5.362  0.016
C3 1.099 -1.066 6.713  -0.002
C4 -2.917 0.155 -2.150  0.038
C5 2.312 0.162 0.371  0.021
C6 0.324 -0.702 2.986  0.080
C7 -1.131 -1.268 -0.985  -0.052
C8 0.479 0.097 7.164  0.018
C9 1.695 1.354 -0.159  0.022
C10 1.026 0.981 -1.372  0.006
C11 -1.932 -0.023 -1.188  0.003
C12 0.378 -0.609 4.429  0.005
C13 1.959 -0.952 -0.484  0.003
C14 -0.211 0.917 6.246  -0.003
C15 -0.220 0.573 4.891  0.016
H1 2.318 -1.985 -0.397  0.002
H2 1.515 -2.333 4.993  0.000
H3 -0.716 1.814 6.607  -0.001
H4 2.950 0.100 1.257  0.004
H5 -2.032 1.683 -0.066  0.002
H6 -1.524 -1.955 -0.235  0.002
H7 -0.964 -1.808 -1.904  -0.003
H8 0.547 0.371 8.222  0.001
H9 1.776 2.362 0.267  0.006
H10 -3.467 1.108 -2.247  0.003
H11 0.528 1.652 -2.075  0.000
H12 1.654 -1.683 7.419  -0.001
H13 -3.050 -0.627 -2.889  0.003
H14 0.837 -1.054 -2.395  0.000

Computed properties:
- 2S+1: 3
- Gap between HOMO and LUMO (alpha / beta): 0.168 / 0.186 Eh
- Total energy: -70215.033 eV
- Charge: -1
- HOMO level (alpha / beta): -2.368 / -2.858 eV


Repeat the fourth record exactly.
The following is a quantum chemistry calculation of C15H14N2O2S2V as an isolated structure in a non-equilibrium geometry, from OMol25.

Last column: Löwdin spin population.
Positions of all 36 atoms, in Å:
V1 0.175 -0.049 0.360  1.779
S1 0.557 -1.984 1.892  -0.012
S2 -0.831 1.523 3.519  0.004
O1 -0.237 2.828 3.456  0.001
O2 -2.254 1.349 3.332  0.001
N1 -0.046 0.435 2.378  0.010
N2 -1.493 0.848 -0.273  0.028
C1 1.168 -0.440 -1.551  -0.002
C2 1.030 -1.431 5.362  0.016
C3 1.099 -1.066 6.713  -0.002
C4 -2.917 0.155 -2.150  0.038
C5 2.312 0.162 0.371  0.021
C6 0.324 -0.702 2.986  0.080
C7 -1.131 -1.268 -0.985  -0.052
C8 0.479 0.097 7.164  0.018
C9 1.695 1.354 -0.159  0.022
C10 1.026 0.981 -1.372  0.006
C11 -1.932 -0.023 -1.188  0.003
C12 0.378 -0.609 4.429  0.005
C13 1.959 -0.952 -0.484  0.003
C14 -0.211 0.917 6.246  -0.003
C15 -0.220 0.573 4.891  0.016
H1 2.318 -1.985 -0.397  0.002
H2 1.515 -2.333 4.993  0.000
H3 -0.716 1.814 6.607  -0.001
H4 2.950 0.100 1.257  0.004
H5 -2.032 1.683 -0.066  0.002
H6 -1.524 -1.955 -0.235  0.002
H7 -0.964 -1.808 -1.904  -0.003
H8 0.547 0.371 8.222  0.001
H9 1.776 2.362 0.267  0.006
H10 -3.467 1.108 -2.247  0.003
H11 0.528 1.652 -2.075  0.000
H12 1.654 -1.683 7.419  -0.001
H13 -3.050 -0.627 -2.889  0.003
H14 0.837 -1.054 -2.395  0.000

Computed properties:
- 2S+1: 3
- Gap between HOMO and LUMO (alpha / beta): 0.168 / 0.186 Eh
- Total energy: -70215.033 eV
- Charge: -1
- HOMO level (alpha / beta): -2.368 / -2.858 eV